Record 1
Here is a gas-phase ion, C4H13N2S (charge +1) in a non-equilibrium geometry from OMol25. Energies are from wB97M-V/def2-TZVPD.

Calculated values
**Frontier orbital gap**: 8.76 eV
**Net charge**: +1
**ΔE to the lowest compared entry with this formula, charge and spin**: 171.6 kJ/mol

Geometry as XYZ:
```
20
C4H13N2S wB97M-V/def2-TZVPD
N 2.238 -0.210 1.408
C 1.278 -0.111 0.232
C -0.159 -0.050 0.571
N -0.268 1.015 1.687
C -1.112 0.285 -0.590
C -1.284 -0.989 -1.456
S -0.944 -0.594 -3.294
H 3.084 0.171 1.042
H 2.457 -1.161 1.583
H 1.592 0.749 -0.421
H 1.427 -0.990 -0.336
H -0.617 -0.966 1.115
H -1.105 0.653 2.287
H 0.568 1.119 2.301
H -0.460 1.995 1.302
H -2.094 0.338 -0.272
H -0.728 1.140 -1.103
H -0.421 -1.642 -1.273
H -2.342 -1.463 -1.412
H -1.111 0.710 -3.370
```

Here are the Löwdin charges for atoms 1 to 8, given in e: 0.034, -0.206, -0.319, 0.177, -0.226, -0.468, 0.697, 0.069

Record 2
Here is a molecular structure, C9H18BrNOZr in a non-equilibrium geometry from OMol25. Energies are from wB97M-V/def2-TZVPD.

Calculated values
**Frontier orbital gap**: 5.91 eV
**Net charge**: +2
**ΔE to the lowest compared entry with this formula, charge and spin**: 42.2 kJ/mol

Geometry as XYZ:
```
31
C9H18BrNOZr wB97M-V/def2-TZVPD
Zr -8.943 1.602 -13.850
C -8.046 3.523 -17.632
C -9.263 4.253 -17.025
C -9.967 4.886 -18.270
C -11.343 5.488 -18.015
C -12.185 4.311 -17.505
C -11.661 3.667 -16.216
N -10.240 3.290 -16.448
O -9.765 2.609 -15.515
C -12.507 2.400 -16.042
C -11.919 4.662 -15.049
C -8.782 5.377 -16.108
H -7.668 2.664 -17.071
H -7.186 4.166 -17.806
H -8.289 3.123 -18.616
H -9.853 4.217 -19.123
H -9.319 5.703 -18.608
H -11.779 5.831 -18.951
H -11.335 6.305 -17.296
H -12.263 3.624 -18.351
H -13.210 4.662 -17.370
H -13.531 2.633 -15.757
H -12.266 1.862 -15.109
H -12.382 1.693 -16.858
H -11.167 4.450 -14.284
H -12.946 4.659 -14.701
H -11.679 5.643 -15.449
H -8.253 5.017 -15.227
H -9.586 5.987 -15.689
H -8.191 6.107 -16.654
Br -6.923 3.105 -13.638
```

Here are the Löwdin charges for atoms 1 to 8, given in e: 1.509, -0.008, -0.432, -0.127, -0.140, -0.138, -0.454, -0.002

> ΔE to the lowest compared entry with this formula, charge and spin of number 2 (C9H18BrNOZr)?

42.2 kJ/mol